Molecular formula: C14H17N3Os
Method: DFT, wB97M-V/def2-TZVPD

Output
2S+1 = 5
Electronic energy = -21709.9136 eV
HOMO-LUMO gap (spin up / spin down) = 6.44 / 5.73 eV
Net charge = +2
ΔE to the lowest compared entry with this formula, charge and spin = 65.5 kJ/mol

Structure (XYZ):
```
35
Properties=species:S:1:pos:R:3:mulliken_spin:R:1
C 4.00 3.23 1.13 0.02
C 2.24 1.93 -0.19 0.26
H 4.14 4.29 1.42 0.00
H 4.66 3.05 0.27 0.00
H 4.33 2.61 1.97 0.00
H 1.63 2.34 -1.04 -0.01
H 0.72 3.72 0.89 -0.01
H 3.17 1.43 -0.50 0.04
C 0.79 -1.50 1.65 0.03
C 0.57 -2.70 2.32 0.00
C -0.62 -3.40 2.14 0.02
C -1.57 -2.88 1.27 0.00
H 1.70 -0.90 1.69 -0.02
H 1.37 -3.06 2.96 0.00
H -0.79 -4.33 2.68 0.00
H -2.49 -3.40 1.04 0.00
N -0.16 -0.98 0.82 0.10
C -1.33 -1.65 0.62 0.01
C -2.17 -1.00 -0.35 -0.01
N -1.63 0.14 -0.86 0.05
C -2.34 0.85 -1.79 0.03
C -4.14 -0.76 -1.73 0.02
C -3.59 0.43 -2.22 0.00
H -1.81 1.74 -2.14 -0.02
H -4.10 1.05 -2.95 0.00
C -3.40 -1.49 -0.80 0.00
H -3.72 -2.45 -0.39 0.00
H -5.12 -1.09 -2.07 0.00
Os 0.34 0.62 -0.39 2.81
C 1.16 -0.49 -1.71 -0.07
H 0.66 -0.32 -2.68 0.04
H 1.18 -1.57 -1.50 0.03
H 2.20 -0.12 -1.82 0.04
N 1.62 3.67 1.43 0.66
C 2.52 2.98 0.83 -0.05
```